Here is a molecular structure, C2ClF5 in a non-equilibrium geometry from the OMol25 dataset. Energies are from ωB97M-V/def2-TZVPD.

Values from the calculation:
gap between HOMO and LUMO	0.4509	Ha
HOMO energy	-12.70	eV
ΔE to the lowest compared entry with this formula, charge and spin	39.1	kcal/mol
2S+1	1
E	-1035.6830	Eh
LUMO	-0.4	eV

CARTESIAN COORDINATES (ANGSTROEM)
Cl  1.303  -1.199  1.146
F  -1.368  0.809  -0.769
F  -1.075  -1.337  -0.440
F  1.266  1.320  0.369
F  0.217  -0.201  -1.921
F  -0.502  0.603  1.794
C  -0.414  -0.173  -0.659
C  0.574  0.177  0.480

---

Here is 11 unconnected molecules or ions with the total composition C17H34FO15P from the OMol25 dataset. Energies are from ωB97M-V/def2-TZVPD.

Values from the calculation:
gap between HOMO and LUMO	0.3181	Ha
HOMO energy	-9.84	eV
2S+1	1
E	-2238.1507	Eh
LUMO	-1.2	eV

CARTESIAN COORDINATES (ANGSTROEM)
P  -4.232  -3.368  -1.230
F  4.851  -2.347  -0.448
O  -2.115  -0.930  -3.170
O  4.769  3.394  0.902
O  -5.795  -5.116  2.038
O  -4.554  -2.692  -2.632
O  -5.458  -3.838  -0.583
O  2.647  5.615  -1.201
O  -7.508  -3.562  4.622
O  1.651  2.519  -3.365
O  -1.422  1.728  2.320
O  0.840  -2.240  0.900
O  -3.222  -4.559  -1.553
O  0.534  0.039  -3.465
O  -1.373  4.008  -0.899
O  -1.911  -0.687  4.211
O  6.877  1.318  1.734
C  -1.222  -1.185  0.398
C  -1.050  1.060  1.377
C  -1.922  -2.238  -0.155
C  3.920  -1.521  0.190
C  2.155  0.174  -0.378
C  0.260  -1.236  0.561
C  2.648  1.459  -0.601
C  -3.945  -0.935  0.001
C  0.802  2.484  0.524
C  2.945  -1.009  -0.867
C  -3.256  0.102  0.606
C  0.270  1.221  0.719
C  -3.284  -2.102  -0.380
C  4.665  -0.424  0.929
C  2.017  2.592  -0.150
C  -1.883  -0.022  0.792
C  0.936  0.061  0.283
H  3.467  -0.769  -1.791
H  -5.153  -5.780  2.304
H  0.267  3.349  0.880
H  -7.087  -4.377  4.910
H  -2.430  -4.243  -2.003
H  -1.857  3.229  -0.606
H  4.899  0.371  0.227
H  2.254  -1.817  -1.100
H  4.205  3.880  1.513
H  -1.389  -3.137  -0.430
H  -1.750  -0.637  -4.013
H  -1.683  0.113  3.725
H  -2.060  4.657  -1.082
H  -7.409  -3.590  3.663
H  -1.499  -1.612  -2.884
H  5.266  4.076  0.436
H  -1.685  -0.492  5.125
H  6.284  2.081  1.682
H  1.238  0.608  -3.798
H  -5.482  -4.797  1.178
H  -4.014  -1.901  -2.799
H  -3.755  1.012  0.905
H  -5.005  -0.834  -0.189
H  3.587  1.571  -1.125
H  0.022  0.621  -2.892
H  7.733  1.645  1.443
H  2.886  6.394  -0.688
H  3.377  -2.124  0.916
H  3.998  0.022  1.665
H  2.445  3.572  -0.305
H  1.865  3.347  -3.802
H  2.330  5.970  -2.037
H  1.933  2.621  -2.445
H  5.570  -0.795  1.386

---

Here is 6 unconnected molecules or ions with the total composition C30H56B2ClN5O8P in a non-equilibrium geometry from the OMol25 dataset. Energies are from ωB97M-V/def2-TZVPD.

Values from the calculation:
gap between HOMO and LUMO	0.1505	Ha
HOMO energy	-2.63	eV
net charge	-1
2S+1	1
E	-2903.7887	Eh
LUMO	1.5	eV

CARTESIAN COORDINATES (ANGSTROEM)
Cl  -6.151  -4.243  4.147
P  -3.209  -4.117  0.113
O  -4.685  -2.350  1.619
O  -7.491  -2.004  2.637
O  -3.873  -3.956  3.040
O  2.262  -0.976  2.663
O  -1.877  -5.114  0.533
O  2.390  -2.940  3.668
O  -2.611  -2.650  -0.508
O  -6.524  0.140  2.914
N  4.205  5.154  0.254
N  -4.749  -4.830  -2.477
N  -0.249  -2.210  -6.703
N  -0.721  9.741  0.295
N  0.303  2.427  1.682
C  7.311  6.790  1.805
C  0.632  -2.931  -6.853
C  1.130  -1.021  1.732
C  0.559  -5.403  -8.674
C  1.754  -4.489  -8.430
C  1.748  -3.856  -7.036
C  2.878  2.543  1.287
C  3.406  3.947  3.355
C  -0.919  7.266  -0.514
C  7.578  5.475  1.081
C  6.767  5.327  -0.210
C  -4.875  -1.893  2.964
C  -0.809  8.653  -0.060
C  -2.787  -3.201  -4.860
C  -2.389  -1.212  3.352
C  -3.838  -0.753  3.069
C  4.074  -2.541  2.138
C  -4.072  -2.952  5.258
C  -4.637  -3.159  3.846
C  -2.677  -4.474  -4.018
C  -3.844  -4.692  -3.170
C  -0.359  6.270  0.506
C  2.802  -2.183  2.899
C  1.146  6.403  0.704
C  -1.353  -0.698  2.330
C  1.437  2.474  1.508
C  5.332  5.232  0.049
C  -0.119  -1.592  2.436
C  -3.898  -3.268  -5.902
C  3.660  2.645  2.600
B  -6.334  -1.258  2.853
B  -4.396  -3.816  1.663
H  1.778  -3.709  -9.195
H  8.639  5.420  0.829
H  -2.090  -0.808  4.324
H  1.410  7.377  1.121
H  -0.334  -2.604  2.095
H  -5.352  -4.509  1.382
H  -0.580  5.259  0.158
H  -1.972  7.043  -0.695
H  2.362  4.026  3.667
H  1.503  5.638  1.394
H  4.911  -2.280  2.787
H  4.174  -2.007  1.196
H  -2.296  -5.905  0.896
H  3.107  3.393  0.636
H  -0.404  7.154  -1.470
H  1.708  -4.633  -6.271
H  2.681  -3.310  -6.882
H  -2.988  -2.954  5.229
H  -3.900  -2.362  -6.510
H  -4.880  -3.356  -5.432
H  -1.761  -0.683  1.322
H  -2.949  -2.337  -4.213
H  7.086  4.425  -0.736
H  0.927  0.000  1.407
H  -7.865  -2.147  3.518
H  -0.380  -4.847  -8.643
H  4.024  3.990  4.253
H  -3.372  -2.106  -0.746
H  -4.469  -2.008  5.629
H  -1.792  -4.405  -3.377
H  -2.530  -5.340  -4.668
H  6.274  6.858  2.139
H  -1.061  0.302  2.649
H  4.727  2.572  2.371
H  -2.271  -2.291  3.429
H  3.415  1.799  3.245
H  1.680  6.278  -0.239
H  6.963  6.168  -0.877
H  -3.760  -4.122  -6.570
H  7.948  6.873  2.686
H  0.635  -5.870  -9.656
H  2.672  -5.070  -8.541
H  3.645  4.813  2.738
H  4.072  -3.617  2.021
H  3.195  1.643  0.754
H  7.518  7.644  1.157
H  0.140  -1.690  3.487
H  -4.098  0.009  3.805
H  7.367  4.641  1.753
H  -3.837  -0.260  2.101
H  0.512  -6.196  -7.926
H  -4.431  -3.761  5.875
H  -6.368  0.460  2.014
H  1.443  -1.657  0.903
H  -0.865  6.392  1.465
H  -1.840  -3.040  -5.373

---

Here is 2 unconnected molecules or ions with the total composition CH6P2S in a non-equilibrium geometry from the OMol25 dataset. Energies are from ωB97M-V/def2-TZVPD.

Values from the calculation:
gap between HOMO and LUMO (spin up / spin down)	0.2627 / 0.2774	Ha
HOMO energy (spin up / spin down)	-8.19 / -8.09	eV
ΔE to the lowest compared entry with this formula, charge and spin	66.8	kcal/mol
2S+1	1
E	-1122.4530	Eh
LUMO (spin up / spin down)	-1.0 / -0.5	eV

CARTESIAN COORDINATES (ANGSTROEM)
S  2.424  0.377  0.196
P  1.391  -1.351  -0.266
P  -2.054  -0.861  -0.023
C  1.248  1.479  -0.209
H  -2.873  -0.100  -0.778
H  -3.040  -0.785  0.973
H  2.513  -2.142  -0.282
H  1.082  2.227  0.548
H  0.439  1.134  -0.726
H  -1.131  0.022  0.568

---

Here is a single C6H13NO4 molecule in a non-equilibrium geometry from the OMol25 dataset. Energies are from ωB97M-V/def2-TZVPD.

Values from the calculation:
gap between HOMO and LUMO	0.3470	Ha
HOMO energy	-8.63	eV
ΔE to the lowest compared entry with this formula, charge and spin	57.2	kcal/mol
2S+1	1
E	-592.0433	Eh
LUMO	0.8	eV

CARTESIAN COORDINATES (ANGSTROEM)
O  1.939  -1.983  -0.378
O  -3.140  0.585  0.072
O  0.915  -1.172  1.902
O  -0.125  -1.252  -2.076
N  -0.424  1.184  0.558
C  0.372  -0.149  -1.250
C  1.724  -0.540  -0.244
C  -0.757  0.089  -0.264
C  -2.173  0.504  -0.914
C  1.590  -0.108  1.218
C  0.772  1.326  1.371
H  2.468  0.106  -0.618
H  -2.491  -0.320  -1.528
H  0.484  1.561  2.391
H  1.419  2.204  1.050
H  -4.005  0.338  -0.298
H  0.622  0.607  -1.947
H  -2.091  1.452  -1.369
H  0.700  -1.611  -2.434
H  -1.284  1.631  0.904
H  1.917  -2.213  0.502
H  0.037  -1.237  1.629
H  -1.047  -0.906  0.146
H  2.579  -0.096  1.577

---

Here is a molecular structure, C17H20Br15F9O6 in a non-equilibrium geometry from the OMol25 dataset. Energies are from ωB97M-V/def2-TZVPD.

Values from the calculation:
gap between HOMO and LUMO	0.3661	Ha
HOMO energy	-10.10	eV
ΔE to the lowest compared entry with this formula, charge and spin	0.0	kcal/mol
2S+1	1
E	-40620.1983	Eh
LUMO	-0.1	eV

CARTESIAN COORDINATES (ANGSTROEM)
Br  -1.452  7.314  -2.062
Br  -5.185  -0.778  2.968
Br  -1.532  5.690  -4.849
Br  2.864  4.837  -0.236
Br  1.452  5.212  -3.058
Br  5.615  1.518  0.083
Br  -1.518  -0.772  6.361
Br  5.517  0.762  3.157
Br  3.436  2.745  -2.633
Br  -1.786  4.181  -2.087
Br  -2.015  1.338  8.683
Br  2.815  1.430  1.649
Br  -0.740  2.382  6.007
Br  -3.992  -3.314  4.316
Br  -3.746  -3.004  1.197
F  4.022  -1.148  -2.068
F  -1.291  3.646  3.402
F  2.592  -1.383  -0.391
F  -5.836  -1.670  -0.786
F  0.755  3.246  2.929
F  -0.427  4.459  1.624
F  -6.073  -0.011  -2.195
F  -7.570  -1.560  -2.081
F  2.530  -2.683  -2.136
O  -1.085  1.138  2.270
O  -4.286  -2.166  -2.829
O  -6.032  -2.529  -4.076
O  -0.905  2.319  0.409
O  5.493  -2.630  -0.607
O  3.808  -3.950  0.002
C  -1.266  1.222  -0.452
C  3.352  -2.026  -1.304
C  -6.259  -1.327  -2.005
C  6.483  -3.372  0.147
C  -3.411  -2.897  -3.729
C  -0.827  2.107  1.671
C  -2.187  5.827  -3.024
C  4.249  -3.018  -0.579
C  4.696  1.796  1.734
C  6.962  -2.533  1.344
C  -5.511  -2.085  -3.118
C  -0.910  0.864  7.171
C  -0.085  0.326  -0.700
C  -3.750  -2.050  2.884
C  -0.444  3.411  2.410
C  2.198  3.961  -1.807
C  -3.585  -4.398  -3.520
H  0.789  0.877  -1.060
H  -3.672  -2.592  -4.748
H  -3.565  -4.650  -2.465
H  7.369  -1.595  0.962
H  0.232  -0.314  0.123
H  7.305  -3.451  -0.571
H  -4.494  -4.696  -4.034
H  -0.366  -0.374  -1.492
H  6.075  -2.284  1.937
H  0.056  0.606  7.562
H  -3.251  5.933  -3.108
H  -2.809  -1.526  2.917
H  -2.166  0.735  -0.077
H  -2.388  -2.563  -3.574
H  4.836  2.826  2.003
H  1.388  3.342  -1.455
H  6.151  -4.361  0.454
H  -1.584  1.611  -1.423
H  7.698  -3.042  1.953
H  -2.739  -4.910  -3.988

---

Among the records above, which one has the highest E? C6H13NO4

---

What did the fourth record say?
Here is 2 unconnected molecules or ions with the total composition CH6P2S in a non-equilibrium geometry from the OMol25 dataset. Energies are from ωB97M-V/def2-TZVPD.

Values from the calculation:
gap between HOMO and LUMO (spin up / spin down)	0.2627 / 0.2774	Ha
HOMO energy (spin up / spin down)	-8.19 / -8.09	eV
ΔE to the lowest compared entry with this formula, charge and spin	66.8	kcal/mol
2S+1	1
E	-1122.4530	Eh
LUMO (spin up / spin down)	-1.0 / -0.5	eV

CARTESIAN COORDINATES (ANGSTROEM)
S  2.424  0.377  0.196
P  1.391  -1.351  -0.266
P  -2.054  -0.861  -0.023
C  1.248  1.479  -0.209
H  -2.873  -0.100  -0.778
H  -3.040  -0.785  0.973
H  2.513  -2.142  -0.282
H  1.082  2.227  0.548
H  0.439  1.134  -0.726
H  -1.131  0.022  0.568

---

Copy entry 4 word for word.
Here is 2 unconnected molecules or ions with the total composition CH6P2S in a non-equilibrium geometry from the OMol25 dataset. Energies are from ωB97M-V/def2-TZVPD.

Values from the calculation:
gap between HOMO and LUMO (spin up / spin down)	0.2627 / 0.2774	Ha
HOMO energy (spin up / spin down)	-8.19 / -8.09	eV
ΔE to the lowest compared entry with this formula, charge and spin	66.8	kcal/mol
2S+1	1
E	-1122.4530	Eh
LUMO (spin up / spin down)	-1.0 / -0.5	eV

CARTESIAN COORDINATES (ANGSTROEM)
S  2.424  0.377  0.196
P  1.391  -1.351  -0.266
P  -2.054  -0.861  -0.023
C  1.248  1.479  -0.209
H  -2.873  -0.100  -0.778
H  -3.040  -0.785  0.973
H  2.513  -2.142  -0.282
H  1.082  2.227  0.548
H  0.439  1.134  -0.726
H  -1.131  0.022  0.568